[1]
C3H2I3N | the ωB97M-V functional and the def2-TZVPD basis

The geometry in XYZ format:
```
9
C3H2I3N | OMol25 | the ωB97M-V functional and the def2-TZVPD basis
C -2.41468 -0.78861 1.81827
C -0.02035 0.35106 -0.01660
C -2.68085 -0.21886 0.60080
N -2.00955 -1.27495 2.79413
I -0.41469 2.35083 -0.77576
I -3.43869 1.76569 0.65260
I -3.04727 -1.66328 -0.92929
H 0.40414 0.50838 0.94567
H -0.16021 -0.20791 -0.87011
```

Properties
HOMO-LUMO gap (spin up / spin down), eV: 6.701 / 7.857
Multiplicity: 1
Net charge: 0
HOMO level (spin up / spin down), hartree: -0.316 / -0.325
Largest force on an atom, eV/Å: 4.47

Here are the Löwdin charges for atoms 1 to 2, given in e: atom 1 (C): -0.564, atom 2 (C): -0.412

***

[2]
C6H10OS | the ωB97M-V functional and the def2-TZVPD basis

The geometry in XYZ format:
```
18
C6H10OS | OMol25 | the ωB97M-V functional and the def2-TZVPD basis
C -0.59243 -0.41178 -0.46787
C -0.87083 0.95740 -1.00716
C -0.10001 1.77287 0.05680
C -0.84873 1.09935 1.35358
C 0.00868 -0.04789 0.84256
C 1.14823 0.98514 0.39515
H 0.84841 -2.76145 -0.40267
H -1.55458 -0.94081 -0.25235
H -0.55217 1.11323 -2.23580
H -1.95984 1.13287 -1.07301
H 0.12920 2.93780 0.19900
H -1.94423 1.28277 1.38658
H -0.43093 1.49667 2.27974
H 1.81543 -1.06934 1.65735
H 1.71007 1.34797 1.26532
H 1.98724 0.65187 -0.30757
O 0.23215 -1.08867 1.67575
S 0.35155 -1.41330 -1.43506
```

Properties
HOMO-LUMO gap, eV: 7.590
Multiplicity: 1
Net charge: 0
HOMO level, hartree: -0.320
Largest force on an atom, eV/Å: 6.38

Here are the Löwdin charges for atoms 1 to 2, given in e: atom 1 (C): -0.816, atom 2 (C): -0.189

***

[3]
C6H8O2 | the ωB97M-V functional and the def2-TZVPD basis

The geometry in XYZ format:
```
16
C6H8O2 | OMol25 | the ωB97M-V functional and the def2-TZVPD basis
C 2.11181 -0.76376 -0.68175
C 1.17727 0.22320 -1.00111
C -0.06116 -0.02832 0.00595
C 0.65668 -0.45604 1.17417
C -1.19117 0.89086 -0.05961
C -2.37715 0.39759 -0.74574
H 1.76681 -1.65644 -1.20675
H 3.21782 -0.38722 -0.92527
H 0.81595 0.26617 -2.17595
H 1.73994 1.17253 -0.66285
H 0.28072 -0.60750 2.14307
H -0.81086 2.13367 0.02093
H -3.06069 0.96525 -1.27094
H -2.41020 -0.68348 -0.74090
O 1.91944 -0.87992 0.81515
O -2.34909 0.53190 0.76824
```

Properties
HOMO-LUMO gap, eV: 9.102
Multiplicity: 1
Net charge: 0
HOMO level, hartree: -0.307
Largest force on an atom, eV/Å: 6.60

Here are the Löwdin charges for atoms 1 to 2, given in e: atom 1 (C): -0.211, atom 2 (C): -0.204

***

[4]
C21H22O19Pd3 | the ωB97M-V functional and the def2-TZVPD basis

The geometry in XYZ format:
```
65
C21H22O19Pd3 | OMol25 | the ωB97M-V functional and the def2-TZVPD basis
Pd 13.72312 2.06748 37.00078
Pd 6.77127 6.59533 36.81297
Pd 14.53406 4.77621 34.98404
C 10.28349 4.21781 36.30045
C 11.50911 4.52868 35.69666
C 11.62866 5.81589 34.91110
O 12.65390 6.20687 34.40398
C 10.43972 6.57388 34.63717
C 9.19536 6.26117 35.26641
C 9.21528 5.12896 36.30270
O 8.28943 5.16626 37.13125
O 8.05691 6.74973 35.11282
O 12.45084 3.70876 35.75810
H 10.15482 3.27221 36.81031
H 10.50821 7.52153 34.11927
C 4.53408 4.45328 32.55584
C 5.23294 3.13529 32.86407
O 6.06834 3.55132 34.00236
C 5.48554 4.57321 34.56602
O 5.88068 5.06419 35.62575
O 4.44124 5.01018 33.91136
H 3.52378 4.27429 32.20173
H 5.07794 5.14285 31.91801
H 5.93864 2.87485 32.07657
H 4.57314 2.28316 33.00153
C 6.53037 0.91081 36.18459
C 7.94077 1.13932 35.58372
O 7.77980 0.76824 34.22478
C 6.48369 0.41473 33.97730
O 6.05491 0.03644 32.95195
O 5.71252 0.79470 35.04482
H 6.25536 1.69757 36.88348
H 6.54383 -0.04084 36.71715
H 8.61254 0.44117 36.08832
H 8.34489 2.15296 35.62418
C 10.90854 11.03662 34.73071
C 9.45477 10.70440 35.04645
O 9.37522 11.46241 36.31812
C 10.13370 12.48063 36.16224
O 9.93499 13.57726 36.76659
O 11.01652 12.38404 35.23295
H 11.19797 11.03616 33.68151
H 11.57647 10.31570 35.20774
H 9.25090 9.67135 35.29767
H 8.76035 11.08067 34.29704
C 8.13511 7.25258 31.21018
C 8.41244 5.99581 32.04592
O 8.16972 4.99292 31.07256
C 8.36489 5.53068 29.80985
O 8.37733 4.91778 28.81588
O 8.60315 6.86749 29.94611
H 8.69179 8.13569 31.53184
H 7.07798 7.51650 31.29074
H 7.73060 6.04615 32.89623
H 9.42664 5.76214 32.40655
C 15.80559 9.33843 37.64086
C 16.66030 8.41825 38.49382
O 16.43381 7.14448 37.83258
C 15.31249 7.19473 37.17586
O 14.82814 6.22614 36.61945
O 14.79158 8.41735 37.13904
H 16.35346 9.74823 36.79605
H 15.33942 10.12676 38.22263
H 16.42229 8.35455 39.55161
H 17.71827 8.63166 38.36288
```

Properties
⟨S²⟩: 12.041
HOMO-LUMO gap (spin up / spin down), eV: 5.700 / 3.476
Multiplicity: 7
Net charge: +4
HOMO level (spin up / spin down), hartree: -0.686 / -0.685
Largest force on an atom, eV/Å: 2.19

Here are the Löwdin charges for atoms 1 to 2, given in e: atom 1 (Pd): 0.914, atom 2 (Pd): 1.316

***

[5]
C17H12N4OPtS | the ωB97M-V functional and the def2-TZVPD basis

The geometry in XYZ format:
```
36
C17H12N4OPtS | OMol25 | the ωB97M-V functional and the def2-TZVPD basis
Pt -0.54625 0.36402 1.27332
C 3.88969 0.76017 1.15555
C 4.11758 1.57583 0.05986
C 3.04043 2.01312 -0.68978
C 1.76019 1.62913 -0.32233
N 1.54870 0.85216 0.74058
C 2.58706 0.41948 1.46171
C 0.53575 2.01941 -1.06928
C 0.55007 2.82135 -2.19958
C -0.64124 3.11221 -2.83784
C -1.81950 2.58710 -2.33479
C -1.75764 1.79617 -1.20574
N -0.60552 1.52928 -0.58342
H 4.70310 0.39489 1.76628
H 5.12442 1.86536 -0.21080
H 3.19898 2.64331 -1.55269
H 2.34397 -0.21131 2.30651
H 1.48129 3.21453 -2.58043
H -0.65019 3.73931 -3.71947
H -2.77243 2.78542 -2.80437
H -2.64143 1.35332 -0.76712
N -2.22630 -6.67722 -0.62786
C -1.97039 -5.59594 -0.33110
C -1.65309 -4.23707 0.04002
C -2.62167 -3.42291 0.61977
C -2.31067 -2.11844 0.97271
C -1.04028 -1.58964 0.75028
C -0.08087 -2.42391 0.16531
C -0.37399 -3.73313 -0.18495
H -3.61310 -3.81992 0.80004
H -3.06888 -1.50909 1.44995
H 0.91957 -2.05083 -0.02741
H 0.37921 -4.36957 -0.63259
O -1.94245 2.22309 4.71801
S -2.26487 1.65623 3.41842
N -1.57922 0.40408 2.98325
```

Properties
⟨S²⟩: 2.010
HOMO-LUMO gap (spin up / spin down), eV: 5.717 / 7.078
Multiplicity: 3
Net charge: 0
HOMO level (spin up / spin down), hartree: -0.251 / -0.306
Largest force on an atom, eV/Å: 0.46

Here are the Löwdin charges for atoms 1 to 2, given in e: atom 1 (Pt): 1.080, atom 2 (C): -0.039

***

[6]
C6H11BeClF3O2Rh | the ωB97M-V functional and the def2-TZVPD basis

The geometry in XYZ format:
```
25
C6H11BeClF3O2Rh | OMol25 | the ωB97M-V functional and the def2-TZVPD basis
Rh -0.28031 0.26325 0.21514
Cl -1.01591 2.25999 -0.50516
C -2.00496 -0.59176 0.70115
H -1.93721 -1.34482 1.50610
H -2.37353 -1.04408 -0.22506
H -2.66830 0.22226 1.01574
Be 0.44659 -0.52178 -2.18931
C 2.03241 0.17497 -2.41348
C -0.82167 -0.59760 -3.37011
C 0.23188 -1.44132 -0.60861
H -1.22132 -1.62739 -3.29724
H -1.62504 0.16127 -3.15232
H -0.34093 -0.37267 -4.34841
H 2.72465 -0.59611 -2.01795
H 2.13555 0.36302 -3.50649
H 2.13795 1.14527 -1.84513
H -0.55347 -2.21457 -0.73170
H 1.24379 -1.85155 -0.43784
F 1.29972 0.29918 4.92939
C 0.66284 1.25691 4.20910
F -0.55032 1.42547 4.81373
F 1.28442 2.47000 4.31074
C 0.48711 0.81511 2.69571
O 0.69328 -0.36838 2.30057
O 0.01279 1.71530 1.95147
```

Properties
⟨S²⟩: 6.010
HOMO-LUMO gap (spin up / spin down), eV: 3.940 / 6.536
Multiplicity: 5
Net charge: -2
HOMO level (spin up / spin down), hartree: 0.062 / -0.036
Largest force on an atom, eV/Å: 3.30

Here are the Löwdin charges for atoms 1 to 2, given in e: atom 1 (Rh): 0.794, atom 2 (Cl): -0.179